Record 1
C23H29Cl2N5O3 | the ωB97M-V functional and the def2-TZVPD basis

- Kohn-Sham gap: 8.77 eV
- E: -2313.79036 hartree
- Net charge: 0
- Lowest unoccupied orbital energy: 0.173 eV
- SMILES: CN1c2ncccc2C(=O)N[C@H]1c1ccc(Cl)cc1Cl.CC[C@H](C)[C@H](NC(C)=O)C(=O)NC

Last column: natural (NBO) charge in e.
Element x y z (Å)
C 0.544290 -2.153947 2.724733  -0.414
N -0.102192 -1.203423 3.663811  -0.426
C 0.575778 -0.890605 4.845318  0.417
N 1.772173 -1.449431 5.064996  -0.478
C 2.418476 -1.181275 6.206826  0.083
C 1.884084 -0.343838 7.183991  -0.303
C 0.645148 0.247959 6.971495  -0.087
C -0.007735 -0.039291 5.773335  -0.252
C -1.289900 0.514763 5.432645  0.654
O -1.843961 1.364019 6.109574  -0.611
N -1.954742 0.086795 4.324447  -0.617
C -1.572407 -1.173718 3.745248  0.114
C -2.233567 -1.294598 2.389717  -0.119
C -2.170607 -0.234098 1.465988  -0.174
C -2.757985 -0.353197 0.202955  -0.242
C -3.402351 -1.535923 -0.160314  -0.006
Cl -4.113886 -1.691365 -1.745195  0.026
C -3.464553 -2.594134 0.749231  -0.291
C -2.887627 -2.485398 2.018511  0.094
Cl -2.982534 -3.859022 3.099563  0.005
H 0.087998 -2.123075 1.731369  0.209
H 0.468825 -3.175915 3.109750  0.195
H 1.603386 -1.911342 2.586216  0.234
H 3.390325 -1.633301 6.378371  0.198
H 2.440805 -0.156607 8.095204  0.221
H 0.198960 0.913477 7.709565  0.246
H -2.933928 0.344257 4.303407  0.417
H -1.911342 -1.986561 4.397775  0.181
H -1.654453 0.684305 1.734563  0.241
H -2.716420 0.468989 -0.506664  0.243
H -3.964640 -3.514084 0.464294  0.241
C 0.307230 -1.599417 -1.780736  -0.614
C 0.385996 -1.357205 -3.296951  -0.391
C 1.402881 -0.284344 -3.765850  -0.218
C 2.834947 -0.775762 -3.476090  -0.615
C 1.179821 1.133813 -3.164136  -0.132
N -0.245063 1.445276 -2.926348  -0.625
C -1.211127 1.780813 -3.782037  0.678
C -0.959404 1.831908 -5.275601  -0.717
O -2.320767 2.039801 -3.345173  -0.635
C 1.924185 2.284347 -3.876873  0.662
O 2.645261 2.084634 -4.847588  -0.628
N 1.666351 3.524038 -3.438484  -0.608
C 2.204948 4.745029 -4.037521  -0.412
H 1.259102 -1.975944 -1.406773  0.205
H -0.463808 -2.343313 -1.577036  0.219
H 0.050476 -0.681086 -1.254207  0.187
H -0.608526 -1.086025 -3.652457  0.205
H 0.636151 -2.304603 -3.777153  0.209
H 1.298729 -0.214951 -4.849226  0.219
H 3.562917 -0.119757 -3.953640  0.236
H 2.972294 -1.778377 -3.882711  0.212
H 3.029265 -0.795604 -2.404133  0.194
H 1.624692 1.096364 -2.170053  0.221
H -0.562513 1.390799 -1.971935  0.405
H -1.901955 2.044483 -5.778581  0.248
H -0.584287 0.872094 -5.622084  0.229
H -0.247030 2.620206 -5.507741  0.234
H 1.023008 3.618874 -2.668369  0.400
H 1.647849 5.613680 -3.684013  0.209
H 2.125479 4.691314 -5.125730  0.218
H 3.257472 4.858502 -3.771498  0.204

Cartesian forces (eV/Å) of the 2 atoms listed first:
C -0.16 0.10 0.38
N 0.60 0.01 -0.53

=====

Record 2
C23H29GeN5O2PtSb | the ωB97M-V functional and the def2-TZVPD basis

- Kohn-Sham gap (alpha / beta): 3.91 / 3.88 eV
- E: -3754.27853 hartree
- Net charge: -1
- Lowest unoccupied orbital energy (alpha / beta): 2.054 / 2.048 eV

Last column: natural (NBO) charge in e.
Element x y z (Å)
Pt 1.293932 -0.444392 -1.489050  0.090
N 3.857560 0.612758 -1.616112  -0.643
N 3.823524 2.016366 -1.596362  -0.421
C 2.565693 2.605432 -1.409758  0.627
N 2.572652 3.951158 -1.080567  -0.824
N 1.504610 1.889229 -1.675265  -0.430
N 0.268331 2.355708 -1.631491  0.595
O -0.650463 1.489256 -1.718371  -0.368
O 0.016183 3.596275 -1.571159  -0.491
H 4.059419 0.189164 -0.712152  0.383
H 4.493280 0.276946 -2.331182  0.368
H 4.541932 2.473091 -1.032689  0.357
H 3.125796 4.211843 -0.275575  0.385
H 1.600261 4.286289 -1.060408  0.434
C 0.509271 -1.341623 -5.617508  -1.018
Sb 0.128677 -0.222788 -3.779381  1.154
C -0.567381 1.525156 -4.851897  -1.013
C -1.816401 -1.052329 -3.448538  -1.009
H -0.381775 -1.363076 -6.236374  0.204
H 0.806116 -2.359793 -5.393654  0.220
H 1.310359 -0.868288 -6.173675  0.208
H -1.246437 1.224758 -5.643750  0.212
H 0.270958 2.063319 -5.282950  0.211
H -1.085693 2.176804 -4.159017  0.230
H -2.459696 -0.882070 -4.306176  0.200
H -2.220785 -0.565063 -2.570745  0.242
H -1.732874 -2.117417 -3.259216  0.225
C 1.231959 -1.499947 0.084202  -1.143
Ge -0.001373 -1.135567 1.520226  1.429
C -1.648886 -0.142639 0.982340  -0.311
C -1.869380 1.184858 1.312068  -0.263
C -2.966130 1.866634 0.817360  -0.204
C -3.860133 1.223977 -0.019545  -0.241
C -3.660744 -0.105666 -0.344917  -0.227
C -2.559489 -0.778533 0.150177  -0.235
C -0.724836 -2.682785 2.572729  -0.410
C -1.021843 -3.843644 1.869474  -0.144
C -1.623178 -4.924811 2.487356  -0.242
C -1.908092 -4.871075 3.842122  -0.232
C -1.606873 -3.727049 4.561440  -0.227
C -1.038888 -2.637421 3.923263  -0.211
C 1.061723 0.117294 2.646064  -0.393
C 1.542013 -0.128527 3.924932  -0.154
C 2.332060 0.799982 4.584241  -0.244
C 2.658558 1.994271 3.967765  -0.236
C 2.216904 2.240458 2.676618  -0.226
C 1.438962 1.303382 2.024531  -0.216
H -1.169196 1.697833 1.959195  0.204
H -3.119876 2.906420 1.076301  0.194
H -4.706525 1.762546 -0.426558  0.195
H -4.359654 -0.612223 -1.000534  0.200
H -2.384034 -1.810121 -0.128452  0.206
H -0.775242 -3.886303 0.816604  0.209
H -1.872774 -5.811140 1.917057  0.200
H -2.372722 -5.716039 4.334763  0.197
H -1.823370 -3.683153 5.623118  0.197
H -0.846241 -1.732775 4.484261  0.202
H 1.305784 -1.061810 4.415293  0.199
H 2.690517 0.595465 5.586109  0.198
H 3.260230 2.728341 4.489229  0.196
H 2.475890 3.172789 2.189212  0.183
H 1.117832 1.470266 1.004980  0.218

Cartesian forces (eV/Å) of the 2 atoms listed first:
Pt -0.12 -1.17 1.34
N 0.61 0.16 -0.19

=====

Record 3
C23H29IN2O2P2S2SeYb | the ωB97M-V functional and the def2-TZVPD basis

- Kohn-Sham gap (alpha / beta): 5.46 / 5.47 eV
- E: -6490.82430 hartree
- Net charge: 0
- Lowest unoccupied orbital energy (alpha / beta): -1.287 / -1.286 eV
- Energy above the lowest of the compared OMol25 structures with the same formula, charge and spin: 0.0000 eV

Last column: natural (NBO) charge in e.
Element x y z (Å)
Yb -0.605430 0.198254 0.162483  0.655
I -1.093572 -2.300755 1.939916  0.236
C 0.056350 -3.260310 0.363590  -0.070
C 0.840166 -4.305115 0.749106  -0.288
C 1.586305 -4.983599 -0.233990  -0.220
C 1.471288 -4.617732 -1.544453  -0.173
C 0.630486 -3.551492 -1.938481  -0.088
C 0.474264 -3.218108 -3.303473  -0.208
C -0.318408 -2.169521 -3.665893  -0.212
C -0.932790 -1.371270 -2.675455  -0.265
C -0.856057 -1.631538 -1.317609  -0.461
C -0.082990 -2.785968 -0.961634  -0.057
H 0.890366 -4.612443 1.784580  0.226
H 2.239114 -5.794502 0.063246  0.215
H 2.021781 -5.149583 -2.312687  0.210
H 0.988029 -3.817762 -4.046475  0.206
H -0.447066 -1.923724 -4.714434  0.206
H -1.494138 -0.507681 -3.021319  0.199
C -2.684922 5.561932 1.061990  -0.639
C -3.722949 4.525227 0.677346  -0.061
O -3.312254 3.701751 -0.438124  -0.834
P -2.329524 2.453699 -0.251127  1.678
S -2.932634 1.285113 1.250148  -0.577
S -0.400790 2.934733 -0.287474  -0.557
O -2.585010 1.656694 -1.634261  -0.830
C -3.939855 1.573184 -2.137894  -0.060
C -4.027679 0.447503 -3.140159  -0.628
H -3.065062 6.171379 1.882545  0.217
H -2.457645 6.209490 0.215014  0.216
H -1.761456 5.081838 1.379397  0.221
H -4.640044 5.003886 0.338440  0.190
H -3.963155 3.877338 1.523145  0.199
H -4.185660 2.532628 -2.592387  0.187
H -4.618612 1.398430 -1.299772  0.193
H -3.326448 0.610976 -3.958827  0.210
H -5.037532 0.418417 -3.550699  0.217
H -3.808409 -0.509489 -2.667994  0.229
Se 1.510023 0.724029 -1.982513  1.111
N 1.524060 0.035935 -0.300127  -0.742
C 2.562823 -0.818187 -0.252334  0.196
C 2.940300 -1.546074 0.889925  -0.235
C 4.047908 -2.350137 0.829971  -0.183
C 4.798143 -2.473103 -0.361224  -0.195
C 4.438388 -1.808635 -1.499687  -0.193
C 3.307412 -0.961374 -1.472493  0.070
N 2.887007 -0.242292 -2.511744  -0.588
H 2.341285 -1.475662 1.787699  0.228
H 4.345758 -2.909745 1.707163  0.220
H 5.673329 -3.109800 -0.372723  0.219
H 5.004057 -1.907137 -2.416349  0.231
C 1.924699 2.344991 2.416688  -0.937
P 0.591490 1.112308 2.663636  0.888
C 1.366444 0.064426 3.961560  -0.934
C -0.564522 2.072709 3.717644  -0.928
H 2.289085 2.717639 3.375839  0.219
H 1.536472 3.172999 1.826826  0.250
H 2.745866 1.886243 1.863589  0.234
H 1.580784 0.663442 4.848337  0.221
H 2.300827 -0.357624 3.591415  0.227
H 0.695731 -0.750847 4.230999  0.239
H -0.051463 2.457296 4.601694  0.213
H -1.388421 1.427059 4.020170  0.241
H -0.975545 2.899660 3.139716  0.246

Cartesian forces (eV/Å) of the 2 atoms listed first:
Yb -1.85 -0.12 1.20
I 0.34 -0.57 -0.50